Record 1
C9H20N2 | ωB97M-V with the def2-TZVPD basis set

The energy relative to the best compared isomer or geometry (same formula, charge and spin) is 46.0 kJ/mol. Its SMILES is CN(C)[C@](C)(N)C1CCCC1. The gap between HOMO and LUMO is 9.20 eV. The calculation puts the total energy at -464.39270 hartree.

```
31
C9H20N2 (ωB97M-V with the def2-TZVPD basis set)
N 0.547 -2.070 -0.648
N 1.421 -0.546 0.669
C 2.322 -1.504 1.344
C 1.463 0.743 1.393
C -0.760 -1.641 1.287
C -2.033 1.916 -1.067
C -0.741 2.115 -1.777
C -1.689 0.833 -0.017
C 0.030 0.810 -1.702
C 0.109 -1.028 0.223
C -0.730 -0.099 -0.700
H 1.395 -1.735 -1.145
H -0.242 -2.258 -1.286
H 2.565 -2.349 0.710
H 1.842 -1.841 2.253
H 3.263 -1.005 1.611
H 2.482 1.104 1.616
H 0.935 1.557 0.882
H 0.970 0.521 2.314
H -1.095 -0.941 2.025
H -0.225 -2.414 1.834
H -1.642 -2.136 0.838
H -2.825 1.573 -1.737
H -2.359 2.868 -0.608
H -0.171 2.890 -1.259
H -0.887 2.462 -2.807
H -2.589 0.336 0.361
H -1.211 1.311 0.851
H 0.080 0.290 -2.674
H 1.085 0.978 -1.433
H -1.311 -0.741 -1.353
```

natural (NBO) population analysis, charges in e, atoms 1 to 8: atom 1 (N): -0.85, atom 2 (N): -0.48, atom 3 (C): -0.41, atom 4 (C): -0.41, atom 5 (C): -0.64, atom 6 (C): -0.40, atom 7 (C): -0.41, atom 8 (C): -0.41



Record 2
C9H20N2O8V | ωB97M-V with the def2-TZVPD basis set

The energy relative to the best compared isomer or geometry (same formula, charge and spin) is 785.3 kJ/mol. The gap between HOMO and LUMO is 3.70 eV. The net charge is -1. The calculation puts the total energy at -2010.16551 hartree.

```
40
C9H20N2O8V (ωB97M-V with the def2-TZVPD basis set)
O 0.197 -2.772 -2.406
V 1.347 -1.694 -2.593
O 1.708 -1.533 -4.199
O 2.295 3.798 -0.798
C 3.111 2.833 -0.829
O 4.123 3.044 -0.138
O 2.993 1.686 -1.317
H 2.911 4.319 -0.277
C 3.892 -5.127 0.828
C 4.125 -4.545 -0.610
O 4.109 -3.182 -0.657
H 3.954 -6.215 0.828
H 2.940 -4.833 1.271
H 4.588 -4.701 1.550
H 3.373 -4.971 -1.273
H 5.037 -4.918 -1.076
C -2.097 1.928 -3.514
O -1.741 0.905 -3.072
N -3.300 2.479 -3.284
C -3.952 3.571 -4.007
C -4.230 1.799 -2.316
H -1.573 2.497 -4.298
H -5.010 3.489 -4.258
H -3.392 3.772 -4.920
H -3.697 4.538 -3.572
H -5.085 1.450 -2.895
H -3.867 0.911 -1.798
H -4.616 2.582 -1.664
C 0.570 -0.193 3.222
O 0.407 -0.646 2.076
N -0.508 -0.070 4.123
C -0.309 0.141 5.603
C -1.955 -0.254 3.703
H 1.517 0.022 3.740
H -1.051 0.890 5.882
H 0.711 0.415 5.876
H -0.558 -0.760 6.164
H -2.484 -1.020 4.270
H -2.469 0.652 4.022
H -2.014 -0.287 2.615
```

Mulliken population analysis, charges in e, atoms 1 to 8: atom 1 (O): -0.62, atom 2 (V): 1.81, atom 3 (O): -0.70, atom 4 (O): -0.46, atom 5 (C): 0.69, atom 6 (O): -0.79, atom 7 (O): -0.73, atom 8 (H): 0.32



Record 3
C9H20N2OS | ωB97M-V with the def2-TZVPD basis set

The energy relative to the best compared isomer or geometry (same formula, charge and spin) is 601.4 kJ/mol. Its SMILES is CCCCNC(=S)NC(C)(C)CO. The gap between HOMO and LUMO is 8.20 eV. The calculation puts the total energy at -937.65154 hartree.

```
33
C9H20N2OS (ωB97M-V with the def2-TZVPD basis set)
C -2.350 -2.273 -0.797
C -3.488 -1.577 -0.058
C -3.193 -0.069 0.227
C -2.127 0.243 1.227
C -0.164 1.074 -0.058
C 2.093 -0.005 -0.350
C 3.314 0.189 -1.192
C 1.647 -1.528 -0.620
C 2.700 0.017 1.037
H -1.580 -2.495 0.009
H -1.904 -1.549 -1.530
H -2.821 -3.208 -1.292
H -4.330 -1.529 -0.629
H -3.712 -2.187 0.913
H -3.094 0.592 -0.712
H -4.128 0.414 0.590
H -2.016 1.287 1.650
H -2.294 -0.413 2.082
H -0.591 -0.836 0.301
H 1.412 1.549 -1.419
H 2.953 0.214 -2.268
H 3.907 -0.694 -0.550
H 3.730 1.044 -0.943
H 1.411 -2.065 0.451
H 2.588 -2.040 -1.411
H 0.610 -1.633 -1.246
H 1.806 -0.102 1.869
H 3.101 0.959 1.380
H 3.793 -1.123 2.008
N -0.896 0.011 0.512
N 1.201 0.970 -0.455
O 3.635 -0.993 1.077
S -1.290 2.404 -0.298
```

natural (NBO) population analysis, charges in e, atoms 1 to 8: atom 1 (C): -0.62, atom 2 (C): -0.39, atom 3 (C): -0.43, atom 4 (C): -0.25, atom 5 (C): 0.35, atom 6 (C): 0.04, atom 7 (C): -0.63, atom 8 (C): -0.67



Record 4
C9H20N2OS | ωB97M-V with the def2-TZVPD basis set

Its expectation value of S² is 2.01. The energy relative to the best compared isomer or geometry (same formula, charge and spin) is 58.1 kJ/mol. The gap between HOMO and LUMO (alpha / beta) is 8.24 / 6.29 eV. Its multiplicity is 3. The net charge is +2. The calculation puts the total energy at -937.02989 hartree.

```
33
C9H20N2OS (ωB97M-V with the def2-TZVPD basis set)
C -0.073 -1.426 -1.096
C 0.525 0.918 -1.719
C 0.012 -1.907 -2.575
C 0.588 0.489 -3.245
C 0.760 0.020 2.275
C -1.461 0.286 1.617
C 0.513 0.607 3.694
C -1.826 0.822 3.079
C 0.890 -0.248 -0.844
N -0.380 -0.655 -3.324
N -0.090 0.746 1.322
O -0.832 0.258 3.955
S 2.487 -0.298 -0.290
H -1.207 -1.219 -0.866
H 0.235 -2.103 -0.303
H 1.170 1.706 -1.680
H -0.525 1.392 -1.457
H 1.045 -2.125 -3.028
H -0.817 -2.749 -2.656
H 0.179 1.145 -4.007
H 1.594 0.004 -3.652
H 1.753 0.239 2.032
H 0.543 -1.132 2.164
H -1.607 -0.717 1.454
H -2.050 0.663 0.832
H 1.057 0.113 4.355
H 0.571 1.625 3.858
H -1.729 1.973 3.234
H -2.638 0.353 3.564
H -0.559 -0.958 -4.249
H -1.237 -0.423 -2.912
H 0.126 1.709 1.382
H 2.983 0.892 -0.917
```

natural (NBO) population analysis, charges in e, atoms 1 to 8: atom 1 (C): -0.50, atom 2 (C): -0.49, atom 3 (C): -0.24, atom 4 (C): -0.22, atom 5 (C): -0.27, atom 6 (C): -0.26, atom 7 (C): -0.05, atom 8 (C): -0.08



Record 5
C9H20N4P | ωB97M-V with the def2-TZVPD basis set

The energy relative to the best compared isomer or geometry (same formula, charge and spin) is 0.0 kJ/mol. The gap between HOMO and LUMO is 9.31 eV. The net charge is +1. The calculation puts the total energy at -914.94504 hartree.

```
34
C9H20N4P (ωB97M-V with the def2-TZVPD basis set)
C -2.043 -0.241 2.165
C -0.180 -0.636 -2.166
C 0.148 1.789 0.600
C -2.598 -0.028 0.697
C -1.239 -1.127 -1.172
C -0.204 0.296 0.646
C 0.288 -1.406 2.535
C 2.242 -1.465 -2.204
C 2.123 2.672 -0.482
N -0.534 -0.263 2.112
N 1.152 -0.764 -1.521
N 1.182 1.625 -0.411
N -1.391 0.010 -0.209
P 1.511 -0.032 -0.031
H -2.400 0.525 2.916
H -2.385 -1.227 2.816
H -0.043 -1.223 -3.004
H -0.225 0.348 -2.474
H -0.625 2.522 0.402
H 0.456 2.021 1.640
H -3.377 -0.761 0.581
H -2.951 0.969 0.744
H -2.114 -1.237 -1.690
H -0.924 -2.064 -0.754
H 1.150 -1.491 1.987
H 0.355 -1.075 3.529
H -0.326 -2.335 2.397
H 3.042 -1.484 -1.496
H 1.877 -2.520 -2.516
H 2.510 -0.911 -3.117
H 1.696 3.263 -1.274
H 2.286 3.184 0.438
H 3.105 2.372 -0.775
H -1.562 0.693 -0.911
```

natural (NBO) population analysis, charges in e, atoms 1 to 8: atom 1 (C): -0.25, atom 2 (C): -0.25, atom 3 (C): -0.27, atom 4 (C): -0.26, atom 5 (C): -0.21, atom 6 (C): 0.00, atom 7 (C): -0.40, atom 8 (C): -0.40



Record 6
C9H20SSi | ωB97M-V with the def2-TZVPD basis set

The energy relative to the best compared isomer or geometry (same formula, charge and spin) is 0.0 kJ/mol. Its SMILES is C=C(S[Si](C)(C)C)[C@@H](C)CC. The gap between HOMO and LUMO is 9.49 eV. The calculation puts the total energy at -1042.55446 hartree.

```
31
C9H20SSi (ωB97M-V with the def2-TZVPD basis set)
C 0.985 -0.249 1.758
C 0.765 -0.182 0.440
C 3.098 -1.795 -0.128
C 1.880 1.891 -0.481
C -2.556 0.629 1.613
C -3.700 -1.501 -0.463
C -2.050 1.141 -1.485
C 3.199 -0.252 -0.320
C 1.730 0.356 -0.560
Si -2.250 -0.134 -0.169
S -0.485 -1.342 -0.042
H 0.339 -0.482 2.521
H 1.756 0.244 2.322
H 2.862 -2.232 -1.095
H 3.997 -2.163 0.289
H 2.350 -1.963 0.584
H 2.193 2.179 0.525
H 2.567 2.237 -1.177
H 0.857 2.304 -0.654
H -1.871 1.408 1.756
H -3.686 0.862 1.647
H -2.081 -0.220 2.316
H -3.499 -2.257 -1.182
H -4.058 -1.755 0.507
H -4.560 -1.010 -0.901
H -3.001 1.193 -1.939
H -1.923 2.178 -1.123
H -1.460 0.790 -2.333
H 3.622 0.146 0.507
H 3.672 -0.108 -1.227
H 1.308 0.086 -1.504
```

natural (NBO) population analysis, charges in e, atoms 1 to 8: atom 1 (C): -0.41, atom 2 (C): -0.11, atom 3 (C): -0.61, atom 4 (C): -0.58, atom 5 (C): -1.10, atom 6 (C): -1.05, atom 7 (C): -1.17, atom 8 (C): -0.36